(1)
Formula: C51H44BiF6N3O8P3S2Se
Source: OMol25
Level of theory: the ωB97M-V functional and the def2-TZVPD basis

Charge: -1

```
119
Properties=species:S:1:pos:R:3:forces:R:3
Bi 1.484518 0.479634 1.753201 0.14 0.23 0.95
N -0.519974 1.182235 3.272480 0.00 -0.02 -0.28
C -0.023096 1.112030 4.649054 0.04 -0.10 -0.02
C 0.684134 -0.228680 4.850211 0.29 0.17 -0.01
O 0.487481 -0.879214 5.860616 0.32 0.16 0.10
O 1.481383 -0.550335 3.880310 -0.41 -0.01 -0.33
H -0.712251 2.133423 2.985571 -0.02 0.00 0.01
H -1.344186 0.602279 3.154160 -0.05 0.10 0.05
H -0.803811 1.226145 5.401642 -0.04 0.00 -0.03
H 0.727741 1.895128 4.779247 -0.02 0.01 0.01
O 3.217092 3.836398 2.342450 0.03 0.01 -0.01
C 2.224363 3.549749 1.723656 -0.08 0.07 -0.26
O 1.329459 2.650740 2.082885 0.24 -0.39 0.27
C 1.803852 4.351217 0.496203 -0.11 -0.18 -0.09
C 2.341080 5.628985 0.417816 -0.01 0.08 0.02
C 1.890598 6.540105 -0.523315 -0.01 -0.05 -0.02
C 0.851128 6.183212 -1.366714 -0.01 0.04 0.00
C 0.340092 4.894871 -1.331237 -0.10 -0.01 0.02
C 0.840499 3.933804 -0.454092 0.22 -0.01 0.24
P 0.382625 2.148969 -0.552423 -0.49 0.01 -0.52
C -1.338950 1.978184 -1.146119 0.07 0.09 0.21
C -2.417486 2.225264 -0.130210 0.09 0.00 -0.10
C -3.706953 1.910342 -0.281143 -0.04 0.00 -0.04
C -4.332370 1.270226 -1.446639 -0.01 -0.01 0.07
C -3.732830 0.891940 -2.579102 0.09 -0.05 -0.02
C -2.270907 1.048831 -2.875316 -0.02 0.05 0.01
C 0.839209 1.282014 -2.133530 -0.13 -0.11 -0.19
C 1.851995 0.980374 -4.482393 -0.07 0.03 0.05
C 2.809589 1.252307 -5.367838 0.09 0.07 0.02
C 3.761278 2.348324 -5.163235 -0.05 -0.09 -0.05
C 3.805136 2.980514 -3.993246 -0.04 0.05 0.09
C 2.932035 2.559748 -2.849124 -0.06 -0.02 -0.12
H 3.104684 5.889658 1.138640 0.01 0.00 -0.02
H 2.326274 7.529677 -0.579151 -0.01 0.00 0.03
H 0.443380 6.899588 -2.069425 0.00 0.00 0.00
H -0.456457 4.638623 -2.011257 0.09 0.03 0.04
H -2.110271 2.693596 0.800864 -0.03 0.01 0.00
H -4.380270 2.140877 0.537584 0.01 0.00 0.00
H -5.396391 1.081117 -1.355851 0.00 0.01 0.00
H -4.341813 0.419599 -3.343803 0.00 0.01 0.01
H -2.018025 0.683945 -3.869525 0.01 -0.03 0.00
H 1.105497 0.228901 -4.702888 0.05 0.03 -0.01
H 2.881089 0.669067 -6.278205 -0.02 -0.02 0.01
H 4.435860 2.609796 -5.969170 0.01 0.01 0.01
H 4.534905 3.757237 -3.798358 -0.01 0.00 -0.03
H 2.719203 3.412610 -2.201860 0.03 -0.04 0.04
F 5.964896 2.211283 3.916554 -0.04 0.06 -0.04
C 5.931028 0.893197 3.776219 0.01 -0.05 -0.02
F 6.702537 0.345362 4.719753 -0.01 0.00 0.06
F 6.411600 0.556951 2.588220 0.02 0.00 -0.04
S 4.204345 0.273301 3.961372 0.01 -0.08 -0.29
O 3.567096 0.860103 2.769480 0.07 -0.10 0.36
O 3.779544 0.716651 5.245657 0.04 -0.07 0.00
N 4.440515 -1.271929 3.855799 -0.25 0.30 -0.11
S 4.049098 -2.200010 2.653939 0.10 -0.15 -0.23
O 3.003559 -1.718882 1.761774 0.10 0.08 0.25
O 5.192685 -2.785467 2.026168 -0.06 -0.01 0.01
C 3.262031 -3.622206 3.567301 0.04 0.01 -0.06
F 4.179525 -4.555941 3.821426 0.08 -0.02 0.07
F 2.331847 -4.176923 2.776607 -0.11 0.00 -0.05
F 2.698373 -3.264889 4.703846 -0.12 0.07 0.05
C -0.383283 -3.062924 -0.638779 0.05 0.02 0.06
C 0.803041 -2.164987 -1.017511 -0.10 0.00 0.02
P 0.834998 -1.340467 -2.699450 -0.12 -0.23 -0.01
C -0.002751 0.215553 -2.256904 0.38 0.29 0.22
C 1.625655 1.873629 -3.272492 0.05 -0.06 0.06
C 0.585094 2.856728 -3.832428 0.00 0.02 -0.02
C -0.718294 3.019914 -3.579483 -0.04 -0.07 -0.04
C -1.731749 2.483237 -2.578546 0.11 -0.04 -0.07
C -1.369631 0.511109 -1.704193 -0.22 -0.09 -0.13
C -0.335401 -2.431818 -3.612683 0.03 0.12 -0.15
C 0.227178 -3.560898 -4.215531 -0.03 0.08 0.07
C -0.542826 -4.421602 -4.982167 -0.01 -0.01 0.01
C -1.892681 -4.159778 -5.177030 0.00 -0.03 -0.02
C -2.467284 -3.047222 -4.583099 0.00 0.04 0.06
C -1.694701 -2.194144 -3.804073 0.02 -0.09 0.05
C -0.712761 -3.055521 0.865681 0.03 0.02 0.07
P -1.970844 -1.759123 1.271272 -0.02 -0.16 -0.03
C -3.506476 -2.686299 0.817744 -0.04 0.08 -0.08
C -3.931480 -2.677809 -0.512106 -0.05 0.02 0.03
C -5.064580 -3.370419 -0.912681 -0.03 -0.03 0.01
C -5.815666 -4.072897 0.017882 0.03 0.00 0.02
C -5.415379 -4.080159 1.346374 0.02 0.00 0.00
C -4.272765 -3.397509 1.741160 0.04 -0.08 0.04
C -2.103535 -1.811882 3.092123 -0.09 0.14 -0.05
C -1.318660 -2.584755 3.936273 -0.07 -0.09 0.03
C -1.486817 -2.510525 5.314461 -0.08 -0.26 -0.02
C -2.445022 -1.676301 5.860495 -0.16 -0.03 -0.01
C -3.236588 -0.894770 5.027056 0.06 -0.02 0.05
C -3.058430 -0.956227 3.655917 -0.02 0.00 -0.12
H -0.146443 -4.085771 -0.937362 -0.06 0.00 -0.06
H -1.269735 -2.790564 -1.211699 -0.04 -0.01 -0.03
H 1.735343 -2.724217 -0.926082 0.02 0.01 0.02
H 0.907346 -1.337939 -0.313934 -0.05 0.07 0.03
H 3.502268 1.851187 -2.243480 -0.07 0.06 -0.17
H 1.003702 3.472201 -4.625881 -0.01 0.02 0.01
H -1.193002 3.751108 -4.231736 0.01 0.01 0.00
H -2.535178 3.218662 -2.528460 -0.02 0.00 0.00
H -1.834513 -0.238234 -1.071194 0.01 -0.08 0.10
H 1.285958 -3.754702 -4.079006 0.00 -0.01 -0.06
H -0.087444 -5.289985 -5.441768 0.00 0.00 0.01
H -2.492301 -4.819031 -5.792005 0.00 -0.01 0.02
H -3.522570 -2.842855 -4.719967 0.00 0.01 0.00
H -2.159990 -1.344927 -3.325148 -0.04 0.00 -0.03
H 0.193237 -2.846105 1.442153 0.03 -0.05 0.03
H -1.099732 -4.026245 1.183520 0.07 -0.01 0.05
H -3.386972 -2.116653 -1.256577 0.12 0.13 -0.07
H -5.363514 -3.351440 -1.953904 0.01 0.00 0.01
H -6.705757 -4.608641 -0.287210 0.00 0.01 -0.01
H -5.991484 -4.623090 2.085569 0.00 0.00 -0.01
H -3.977552 -3.426584 2.782735 0.01 0.02 -0.02
H -0.556159 -3.234265 3.533320 0.08 -0.06 -0.01
H -0.844012 -3.094906 5.959123 -0.02 0.06 -0.04
H -2.561600 -1.614668 6.934499 0.03 0.01 0.00
H -3.975803 -0.224450 5.447566 -0.02 -0.01 0.00
H -3.672850 -0.344759 2.999927 0.00 0.01 0.02
Se 5.599335 2.383742 -0.401290 0.56 0.21 0.00
C 4.084077 1.588435 -0.062478 -0.68 -0.22 0.04
N 3.018167 1.098911 0.057950 0.42 0.06 0.04
```
Positions in Å, forces in eV/Å.

=====

(2)
Formula: C51H44N11O2SSiTi
Source: OMol25
Level of theory: the ωB97M-V functional and the def2-TZVPD basis

Charge: -1

```
111
Properties=species:S:1:pos:R:3:forces:R:3
Ti -1.168920 -0.229459 -0.550349 -0.52 0.15 -0.50
C -0.877720 -1.161612 4.925109 -0.03 0.03 -0.01
C -1.462332 -1.498786 3.721199 -0.03 0.03 0.00
N -0.772295 -1.507048 2.584439 0.01 0.01 -0.05
C 0.499362 -1.141704 2.646681 -0.01 -0.01 0.00
C 1.071909 -0.743423 3.867867 -0.08 0.02 -0.06
N 0.391595 -0.771972 5.001291 0.03 0.01 0.03
C 1.343835 -1.349193 1.431366 -0.06 -0.06 -0.05
C 2.677672 -1.669334 1.675411 0.02 -0.02 0.04
C 3.516464 -2.050035 0.651814 -0.03 -0.01 -0.05
C 2.945005 -2.186442 -0.603869 0.01 0.01 0.08
C 1.613002 -1.870316 -0.784020 -0.07 0.08 -0.17
N 0.813123 -1.374015 0.186437 0.33 -0.19 0.49
C 1.039945 -2.056458 -2.135714 0.00 0.05 -0.06
C 1.495597 -3.023268 -3.030386 0.00 -0.01 -0.02
N 1.037940 -3.094890 -4.272309 -0.01 0.02 -0.01
C 0.109125 -2.206836 -4.618046 0.03 -0.01 0.02
C -0.398687 -1.282755 -3.717197 -0.04 0.02 -0.02
N 0.069746 -1.226031 -2.477799 0.03 0.02 0.22
C 4.952051 -2.313663 0.882186 -0.01 0.00 0.00
C 5.397571 -2.960427 2.028462 0.01 0.00 -0.01
C 6.755913 -3.183192 2.185367 0.00 0.00 0.00
N 7.675370 -2.805457 1.300546 0.00 0.00 0.00
C 7.241707 -2.174638 0.212003 0.00 0.00 0.00
C 5.905717 -1.910309 -0.044544 0.01 0.00 0.00
H -1.446297 -1.196500 5.847231 0.01 -0.01 0.00
H -2.506892 -1.780264 3.677026 0.00 0.00 -0.01
H 2.086313 -0.372967 3.922308 0.00 0.04 -0.01
H 3.064727 -1.593161 2.678421 -0.01 -0.01 -0.01
H 3.533548 -2.526975 -1.443443 -0.01 0.00 -0.01
H 2.225489 -3.766451 -2.733069 0.00 0.00 0.01
H -0.255366 -2.240158 -5.637252 0.00 0.00 0.00
H -1.183064 -0.584566 -3.979992 0.00 -0.01 0.00
H 4.698602 -3.302906 2.780225 0.01 0.00 0.00
H 7.123523 -3.693610 3.068630 0.00 0.00 0.00
H 8.002344 -1.858257 -0.492813 0.00 0.00 0.00
H 5.617295 -1.370325 -0.937076 0.01 0.00 0.00
C -0.623237 -5.741873 -0.944422 0.00 0.01 0.00
C -0.683700 -4.947244 0.191380 0.00 0.00 0.01
C -1.267446 -3.689583 0.146982 -0.02 0.02 0.03
C -1.790300 -3.179000 -1.043062 0.02 0.00 -0.14
C -1.740532 -3.999034 -2.182197 -0.01 0.00 0.02
C -1.165339 -5.256741 -2.129175 0.00 0.00 0.00
N -2.254627 -1.855351 -1.101285 -0.04 -0.02 0.11
C -3.300383 -1.556157 -1.988525 0.00 -0.08 0.10
C -4.357553 -2.389195 -2.334352 0.03 0.02 0.01
C -5.314870 -1.951866 -3.243085 0.00 0.00 0.00
C -5.218767 -0.685909 -3.808438 -0.01 0.01 -0.01
C -4.186327 0.171273 -3.449201 -0.04 0.02 0.07
C -3.254013 -0.253331 -2.508146 0.08 0.06 -0.05
N -2.199374 0.489247 -2.007668 0.09 -0.08 -0.13
N -1.882695 1.656109 -2.684988 0.05 0.02 0.07
C -0.704096 2.060964 -2.288708 0.05 -0.18 -0.05
C -0.056827 3.192503 -2.888977 -0.03 0.08 0.06
C 1.222257 3.488038 -2.563339 -0.03 -0.01 0.03
C 1.923146 2.688068 -1.613907 -0.01 0.00 0.02
C 1.262563 1.655757 -1.029374 -0.07 0.13 0.16
N -0.037742 1.343790 -1.306243 -0.15 -0.02 -0.05
H -0.169956 -6.724164 -0.908126 0.00 0.00 0.00
H -0.281095 -5.310355 1.130106 0.00 0.00 0.00
H -1.314870 -3.074069 1.034864 0.00 -0.01 0.00
H -2.146215 -3.632192 -3.115731 0.00 0.00 0.00
H -1.125921 -5.858325 -3.029627 0.00 0.00 0.00
H -4.425857 -3.377988 -1.898169 0.00 0.00 0.00
H -6.135092 -2.606252 -3.510893 0.00 0.00 0.00
H -5.958628 -0.358076 -4.528728 0.00 0.00 0.00
H -4.098107 1.166932 -3.860313 0.00 0.01 0.00
H -0.626811 3.771234 -3.602631 0.02 -0.01 -0.02
H 1.716609 4.338578 -3.017155 0.00 0.00 -0.01
H 2.932817 2.921267 -1.308104 0.01 -0.01 -0.01
H 1.738712 1.086754 -0.238373 0.00 -0.01 -0.02
C -1.030510 2.062748 3.180767 0.01 0.03 -0.03
Si -2.089893 2.173597 1.648796 -0.04 -0.05 0.00
C -1.353331 3.510729 0.568863 -0.04 0.04 0.01
C -3.765611 2.789261 2.234635 0.00 0.08 0.08
N -2.287539 0.611498 0.846397 0.41 -0.07 -0.01
C -3.628200 0.135832 0.743717 0.00 0.04 -0.04
C -4.580079 0.834854 -0.000906 -0.03 -0.02 0.00
C -5.883872 0.374288 -0.109830 0.02 0.02 -0.01
C -6.266250 -0.805585 0.510057 0.01 0.00 0.00
C -5.320277 -1.529632 1.223695 -0.01 -0.02 -0.01
C -4.018595 -1.067557 1.333556 -0.01 0.02 -0.03
H -0.947482 3.064808 3.614882 -0.03 0.00 0.00
H -0.009870 1.741461 2.967001 0.03 -0.08 0.02
H -1.484732 1.418903 3.935990 0.04 -0.07 0.02
H -0.303250 3.334846 0.335640 0.03 0.02 -0.02
H -1.906693 3.625356 -0.365673 0.03 -0.01 -0.02
H -1.413767 4.458449 1.114457 -0.02 -0.01 0.02
H -3.578784 3.565164 2.983760 -0.02 0.01 -0.01
H -4.359551 2.002186 2.702646 -0.01 0.00 0.01
H -4.362920 3.231643 1.436952 -0.02 -0.02 -0.01
H -4.270909 1.733314 -0.522071 0.00 0.01 -0.01
H -6.596482 0.931408 -0.705663 0.00 0.00 0.00
H -7.280079 -1.172664 0.412868 0.00 0.00 0.00
H -5.592554 -2.472882 1.683070 0.00 0.00 0.00
H -3.266864 -1.665404 1.827081 0.00 0.01 0.01
O 4.130369 7.932582 0.555783 -0.02 0.00 -0.01
C 4.822467 6.791176 0.281827 0.04 0.02 0.05
O 5.858819 6.880047 -0.324626 -0.02 0.00 -0.02
C 4.243709 5.524256 0.780404 -0.01 -0.02 -0.02
C 5.044381 4.379555 0.756052 0.01 0.00 -0.01
C 4.568313 3.167968 1.208140 -0.02 0.00 0.02
C 3.256923 3.025856 1.705921 0.02 0.02 -0.08
S 2.634269 1.497264 2.223000 0.19 -0.01 0.05
C 2.461561 4.186732 1.724593 -0.01 -0.02 -0.01
C 2.940950 5.397600 1.270467 -0.02 0.02 0.00
H 3.375109 7.718595 1.115212 0.01 0.00 -0.01
H 6.052625 4.468918 0.372030 0.00 0.00 0.00
H 5.202240 2.290250 1.181256 0.00 0.00 0.01
H 1.445283 4.107484 2.088162 -0.02 0.00 0.00
H 2.252433 6.238694 1.274561 0.00 0.00 0.00
```
Positions in Å, forces in eV/Å.

=====

Number 1: total energy -7771.698577 Ha. Number 2: total energy -4260.074923 Ha.